C56H59BGe2N6O2RuS2 | ωB97M-V/def2-TZVPD

As for the charge: -2. The calculation puts the energy above the lowest of the compared OMol25 structures with the same formula, charge and spin at 8.84 kcal per mole. The value obtained for the HOMO energy (spin up / spin down) is -1.0 / -1.2 eV.

```
129
Properties=species:S:1:pos:R:3:forces:R:3
H -3.1642 5.0458 1.0784 0.03 0.00 -0.04
H 0.5623 -3.6407 -2.9230 0.02 0.00 0.06
C 4.4206 -1.9715 2.6803 -0.07 0.02 0.00
C -2.8952 -3.6770 5.5571 -0.04 0.07 -0.04
C 0.0543 0.3019 5.6891 0.02 0.03 -0.08
N -1.9014 -3.7098 0.4168 0.00 -0.23 -0.12
C -0.3470 -1.9577 -5.3584 -0.04 0.05 0.01
H 1.1809 -0.8280 -4.3863 -0.13 -0.01 -0.04
N -0.1283 -4.1263 -0.7936 -0.16 -0.05 -0.05
C 3.2672 2.6159 2.1352 0.01 0.07 -0.10
C 0.1255 -0.8727 -4.6318 0.07 -0.02 0.03
H -0.2710 -3.3648 2.7462 -0.07 0.06 0.22
H 1.0214 -5.4651 -2.1731 -0.01 0.01 -0.04
H -1.6796 -5.2975 1.8556 0.01 0.00 -0.16
H -1.6444 3.0435 0.7904 -0.01 -0.08 -0.14
C -2.2776 3.6801 -2.5966 0.05 0.00 -0.01
B 0.9242 -4.2654 -1.9635 -0.02 0.04 0.08
H -4.1089 1.6728 2.0216 0.07 0.00 0.00
H -3.9615 -3.4389 0.1983 -0.03 -0.07 -0.01
N -2.2052 3.1889 1.6157 0.00 0.10 0.13
H -3.9897 5.8821 -4.5238 0.00 0.00 0.00
H -3.6472 -0.2040 -0.9818 0.08 -0.06 -0.01
C 2.8322 -2.5512 -1.4003 0.02 -0.19 0.15
H 2.9262 5.3565 -4.3676 0.01 0.01 -0.01
C 4.4140 3.9667 0.5021 -0.02 -0.03 0.05
C -2.1117 -0.0396 -4.4275 0.00 -0.03 -0.07
C 2.3396 -0.9811 1.8863 0.05 -0.10 0.03
C 0.4845 2.3600 3.8952 -0.03 0.03 -0.01
C -3.3583 4.0479 1.5067 0.02 -0.08 0.12
H 4.4067 -0.6877 -0.4695 -0.01 0.01 0.02
C 3.9410 -3.2469 2.4160 -0.04 0.02 -0.01
H -5.8241 2.0354 1.7691 0.00 0.04 0.02
H -2.0727 -2.9453 -6.1703 0.00 0.00 0.00
C 3.3745 -4.7036 -1.1984 -0.19 0.04 0.03
H -0.9769 3.0574 -5.6520 -0.02 0.00 0.04
H 5.5532 -1.2719 -1.6871 0.01 0.00 -0.02
H 0.9058 -2.4034 1.1558 0.09 0.01 0.03
H -0.1846 -5.2850 4.3153 0.00 -0.01 0.00
C 1.5488 2.3470 -3.5651 0.03 0.06 0.07
C 0.6862 1.0477 3.4568 0.11 0.04 0.11
H 0.5368 -5.8467 0.3058 -0.05 0.04 -0.04
H -3.3407 -3.4276 1.8763 -0.06 -0.02 -0.12
H 3.1318 2.3271 3.1725 0.00 -0.01 -0.01
C -0.9618 -4.5364 4.4205 0.00 0.05 0.03
C 3.8718 2.1105 -4.2184 -0.05 0.04 0.00
H -3.6390 -3.7586 6.3417 0.00 0.00 0.01
C 4.2293 3.5725 1.8235 -0.06 -0.04 -0.06
H -3.1305 1.3274 -0.7533 0.05 0.03 0.02
C -4.9060 0.8985 0.2180 -0.10 -0.07 -0.18
O -1.2405 -1.3806 1.7294 0.21 0.51 0.30
C 1.8859 -2.2773 1.6091 0.05 0.06 0.03
H 0.6716 -0.9958 4.1080 -0.02 -0.06 -0.03
H -3.0665 -2.0328 0.8059 -0.16 -0.14 -0.15
C 3.6250 -0.8578 2.4181 -0.08 -0.06 0.02
H 4.0289 0.1266 2.6296 -0.02 0.02 0.00
H 5.4597 -4.3157 -0.5655 -0.05 0.02 -0.03
Ge 1.1394 0.5994 1.5560 -0.22 0.01 -0.26
H 5.7216 -1.7851 0.0187 -0.02 0.00 -0.02
C 2.4647 2.0336 1.1465 0.11 0.03 0.15
C 5.0146 -1.5378 -0.7733 -0.02 -0.05 0.00
H 2.6420 0.4889 -3.5610 0.02 0.12 -0.02
C -0.1700 1.6121 6.0901 0.02 0.00 -0.05
H 0.3471 -2.7230 -5.6842 -0.01 0.00 0.01
C 3.9685 3.4774 -4.4463 -0.07 -0.01 0.04
C -4.8458 1.9842 1.2801 0.04 0.00 0.00
C 3.6286 3.4005 -0.4941 -0.03 -0.02 0.02
H -3.6532 -1.2260 -5.3314 0.00 0.00 0.00
C -2.9222 -2.5960 4.6855 0.00 -0.03 0.16
H 0.6835 3.1871 3.2159 -0.09 -0.05 -0.01
N 4.1376 -2.6624 -0.9947 -0.02 -0.04 -0.14
Ru -0.7342 0.0113 0.0526 -0.43 0.42 0.03
C -1.9108 -4.6506 5.4281 0.02 -0.01 -0.04
C -1.4669 3.0764 -3.5565 -0.06 0.00 0.11
S -1.6098 -1.9188 -1.5851 0.07 0.05 -0.02
C 2.6681 -3.3951 1.8754 -0.05 0.08 0.05
H 3.2110 -5.7680 -1.2115 0.00 0.04 -0.04
H -4.1217 3.2367 -0.3270 0.02 0.03 0.03
H 2.2874 -4.3830 1.6372 0.02 0.02 0.01
C 4.4828 -4.0005 -0.8919 0.03 0.19 0.05
H -1.8827 -5.4923 6.1111 0.00 0.01 0.00
H 0.8171 4.3718 -3.6110 0.01 -0.02 0.01
H -3.7291 4.2155 2.5235 0.00 0.04 0.01
C -0.5130 1.1156 -1.2046 0.72 -0.43 0.35
C 2.6660 2.4508 -0.1667 0.04 -0.03 -0.02
C 0.4905 0.0334 4.3955 -0.10 0.02 0.05
H -3.6618 -1.8096 4.7709 -0.01 -0.02 0.00
H -2.5686 4.8305 -6.2607 0.00 -0.01 0.01
H 4.7329 1.4699 -4.3696 0.00 0.01 0.01
C 2.8625 4.2854 -4.2162 0.02 -0.07 0.02
Ge -0.2128 1.6230 -3.0455 -0.33 0.07 -0.16
C -1.9760 -2.4794 3.6745 0.13 0.03 0.15
C -3.1807 4.6852 -2.9338 0.04 -0.05 -0.01
N 2.3493 -3.8223 -1.4888 0.16 -0.02 -0.17
H -0.5179 1.8274 7.0942 0.00 0.00 0.00
C -1.1865 -3.2879 -0.6616 0.19 -0.07 0.29
H -2.8167 0.6965 -4.0531 0.01 -0.01 -0.01
N -3.5899 0.5460 -0.3031 -0.28 0.03 0.08
H -5.5987 1.2308 -0.5759 -0.07 -0.04 -0.03
S 1.9910 -1.1162 -1.6429 0.31 -0.23 -0.08
H 5.1635 4.7107 0.2503 -0.02 -0.02 0.02
C 2.6773 1.5522 -3.7801 -0.02 -0.10 0.03
C -1.7037 -2.0855 -5.6234 0.01 0.08 0.07
H 2.0630 2.0048 -0.9483 0.01 0.00 0.01
H -5.3371 -0.0056 0.6543 0.02 -0.03 0.05
H -3.7981 5.1336 -2.1637 0.00 0.00 -0.01
H 5.4166 -1.8388 3.0920 0.00 0.00 0.00
C -2.4887 4.5113 -5.2272 0.00 -0.01 0.06
C -3.2872 5.1027 -4.2527 0.05 -0.05 0.01
H 4.9033 3.9114 -4.7827 -0.01 0.00 0.00
C -1.5912 3.5107 -4.8785 0.02 -0.04 -0.02
C 0.0608 2.6455 5.1884 0.00 -0.06 -0.03
C 1.6686 3.7221 -3.7782 0.03 0.01 -0.06
C -0.2053 -5.0707 0.2142 0.09 0.03 -0.09
H 4.8327 4.0089 2.6132 0.00 0.00 -0.01
C -0.7497 0.1016 -4.1568 -0.05 0.09 -0.12
H 4.5569 -4.1183 2.6138 -0.01 0.01 0.00
C -3.1474 -3.1153 0.8509 -0.26 -0.19 -0.26
O -2.8619 -0.4128 2.9765 -0.03 0.06 -0.15
C -1.0004 -3.4585 3.5433 0.24 0.11 0.17
H -1.6156 3.3428 2.4163 0.01 0.01 0.03
C -1.2947 -4.8205 0.9698 -0.22 0.01 -0.25
H -2.1931 3.3575 -1.5634 0.00 0.02 0.00
H -0.1210 -0.5182 6.3775 0.01 0.01 0.00
C -4.4655 3.3599 0.7077 0.09 -0.08 -0.06
C -2.5891 -1.1235 -5.1534 0.09 -0.02 0.00
H -0.0942 3.6763 5.4908 0.01 0.00 0.01
C -2.0409 -1.2884 2.7243 0.32 0.06 0.06
H 3.7612 3.6926 -1.5293 0.00 0.01 -0.02
H -5.3326 4.0282 0.6500 -0.01 -0.04 0.01
```
Forces are in eV/Å.